(1)
Entry from the OMol25 dataset: 2 unconnected molecules or ions with the total composition C5H16NO in a non-equilibrium geometry (wB97M-V/def2-TZVPD).

```
23
Properties=species:S:1:pos:R:3:forces:R:3:nbo_charge:R:1
C -0.2718 -1.5797 0.4797 -0.973 0.375 -0.043 -0.644
C 0.4275 -0.6892 -0.5222 1.016 0.193 0.078 -0.036
C 1.1512 0.5676 0.0235 -0.443 -0.519 -0.016 -0.218
C 2.5413 0.1401 0.5324 -0.616 0.691 -0.381 -0.606
C 0.3139 1.3254 1.0745 0.769 -0.284 -0.549 -0.623
N -0.6234 -0.2164 -1.5084 0.457 0.928 0.496 -0.686
H 0.3962 -2.0608 1.1848 0.177 -0.036 -0.122 0.257
H -1.0128 -1.0057 1.0451 0.172 0.027 0.107 0.228
H -0.8673 -2.3278 -0.0506 0.306 -0.284 0.093 0.221
H 1.2007 -1.2638 -1.0341 -0.342 -0.039 -0.494 0.226
H 1.3242 1.2101 -0.8479 -0.031 0.106 0.054 0.196
H 2.9756 0.9927 1.0514 0.198 -0.178 0.146 0.235
H 2.4797 -0.7214 1.1892 0.087 -0.037 0.182 0.215
H 3.1616 -0.0865 -0.3329 0.186 -0.168 0.128 0.221
H 0.6785 2.3497 1.1079 -0.060 0.025 0.298 0.239
H -0.7506 1.3581 0.8396 -0.088 -0.010 0.075 0.193
H 0.4700 0.8312 2.0315 -0.247 0.210 0.179 0.228
H -1.2717 0.3419 -0.9397 -0.585 -0.246 -0.223 0.467
H -0.2887 0.4153 -2.2425 0.323 -0.268 0.151 0.437
H -1.1404 -0.9571 -1.9457 -0.411 -0.562 -0.171 0.436
H -3.6298 1.2358 -0.2394 -0.311 0.336 0.128 0.497
H -3.9918 -0.2446 -0.4115 -0.205 -0.074 0.056 0.500
O -3.2725 0.3851 -0.4849 0.621 -0.185 -0.172 -0.982
```
Forces are in eV/Å.

Its charge is +1. The energy above the lowest of the compared OMol25 structures with the same formula, charge and spin is 15.6 kJ/mol. The value obtained for the LUMO energy is -0.1150 Ha. The calculation puts the orbital gap at 12.41 eV.



(2)
Entry from the OMol25 dataset: 2 unconnected molecules or ions with the total composition C5H8F4N2O3 in a non-equilibrium geometry (wB97M-V/def2-TZVPD).

```
22
Properties=species:S:1:pos:R:3:forces:R:3:nbo_charge:R:1
C 0.9961 1.1924 -0.1777 -1.099 -1.229 -2.215 -0.636
C 0.0530 -1.1354 -0.6129 0.419 -0.496 -0.203 -0.073
C -0.2808 0.3153 -0.3674 -1.575 0.395 -0.749 -0.059
C -2.5595 0.2545 0.7615 -1.760 0.662 -1.064 0.635
C -3.2183 1.4828 -0.0112 -0.824 -1.041 -0.780 0.912
N -1.1937 0.4122 0.7933 2.353 0.553 0.403 -0.638
N -4.5902 -2.5132 -1.1549 0.770 1.620 0.635 0.385
O -4.3770 -1.4362 -0.9757 -1.493 -1.356 -1.134 0.048
O -2.9466 -0.9351 0.2894 -0.154 -0.296 0.437 -0.589
O -1.0156 -2.0412 -0.7383 0.306 -0.227 -0.751 -0.763
F -3.0117 0.3810 2.0337 -0.268 0.355 1.292 -0.343
F -2.4479 2.5341 0.0604 0.666 0.892 -0.170 -0.301
F -4.4320 1.8604 0.4021 -0.078 -0.400 0.588 -0.316
F -3.4067 1.1465 -1.3208 0.471 0.134 0.105 -0.345
H 1.8407 0.7437 0.3092 -0.217 -0.111 1.661 0.221
H 0.5344 2.1116 0.1344 1.011 0.767 0.370 0.238
H 1.5022 1.2159 -1.1660 -0.825 0.795 0.044 0.217
H 0.7509 -1.1493 -1.4628 -0.618 -0.360 -0.411 0.173
H 0.6956 -1.4984 0.1808 0.254 0.151 0.768 0.149
H -0.9027 0.7667 -1.2544 1.286 -0.922 1.424 0.205
H -0.8288 0.0184 1.6429 0.256 -0.153 0.217 0.393
H -1.8184 -1.7922 -0.1951 1.118 0.267 -0.470 0.487
```
Forces are in eV/Å.

The energy above the lowest of the compared OMol25 structures with the same formula, charge and spin is 101.7 kJ/mol. The value obtained for the LUMO energy (alpha / beta) is -0.0605 / -0.0953 Ha. The calculation puts the orbital gap (alpha / beta) at 7.74 / 6.25 eV.